Density functional theory data (the ωB97M-V functional and the def2-TZVPD basis) for C21H26N2O3PdS2Sb as an isolated structure.

Last column: Mulliken spin population.
CARTESIAN COORDINATES (ANGSTROEM)
1 Pd -0.86 -1.13 -0.34  1.198
2 C 1.97 1.78 -1.40  -0.001
3 C 1.00 0.66 -1.61  0.007
4 N -0.21 0.78 -1.16  0.026
5 N -0.51 1.99 -0.50  -0.010
6 C -0.60 1.82 0.77  0.029
7 S -0.31 0.34 1.67  0.155
8 S -1.06 3.31 1.67  0.010
9 C 0.39 3.40 2.74  0.018
10 C 1.71 3.63 2.05  -0.007
11 C 1.84 4.47 0.95  -0.001
12 C 3.08 4.65 0.35  0.000
13 C 4.21 4.00 0.84  0.000
14 C 4.08 3.15 1.93  0.001
15 C 2.83 2.97 2.52  -0.002
16 C 1.36 -0.55 -2.38  0.034
17 C 2.72 -0.79 -2.69  0.002
18 C 3.14 -1.85 -3.46  0.012
19 C 2.16 -2.71 -4.00  0.003
20 C 0.84 -2.52 -3.72  0.010
21 C 0.37 -1.48 -2.87  0.029
22 O -0.88 -1.38 -2.60  0.048
23 H 1.95 2.11 -0.36  0.008
24 H 1.66 2.64 -2.01  0.001
25 H 2.99 1.52 -1.66  0.002
26 H 0.43 2.47 3.31  -0.002
27 H 0.16 4.21 3.44  -0.001
28 H 0.96 4.95 0.54  0.000
29 H 3.17 5.30 -0.51  0.000
30 H 5.17 4.14 0.37  0.000
31 H 4.94 2.62 2.31  0.000
32 H 2.73 2.28 3.36  0.000
33 H 3.47 -0.13 -2.29  0.001
34 H 4.19 -2.00 -3.66  0.001
35 H 2.47 -3.54 -4.62  0.001
36 H 0.08 -3.18 -4.14  0.001
37 C -1.60 -4.77 -1.68  0.009
38 C -1.78 -3.92 -0.45  0.009
39 O -2.90 -3.81 0.06  0.011
40 O -0.72 -3.31 -0.05  0.060
41 H -2.43 -5.47 -1.78  0.000
42 H -0.65 -5.30 -1.65  0.000
43 H -1.58 -4.09 -2.54  0.001
44 C -5.09 -2.25 1.06  0.073
45 Sb -3.19 -1.28 1.01  0.220
46 C -2.43 -2.24 2.74  -0.003
47 C -3.93 0.51 1.91  0.044
48 H -5.55 -1.96 2.01  0.003
49 H -4.92 -3.32 1.00  -0.006
50 H -5.72 -1.93 0.23  0.002
51 H -2.81 -1.74 3.63  0.003
52 H -1.35 -2.21 2.72  0.000
53 H -2.76 -3.27 2.70  0.001
54 H -3.91 0.37 2.99  0.002
55 H -4.97 0.65 1.59  0.000
56 H -3.35 1.39 1.65  -0.001

* E_tot: -2315.5873 Ha
* maximum force: 0.7 eV Å⁻¹
* spin multiplicity: 3
* HOMO (spin up / spin down): -0.1645 / -0.1660 Ha
* net charge: -1
* Kohn-Sham gap (spin up / spin down): 7.08 / 6.09 eV

---

Density functional theory data (the ωB97M-V functional and the def2-TZVPD basis) for one molecule with the formula C21H26N2O4S.

Last column: natural (NBO) charge in e.
CARTESIAN COORDINATES (ANGSTROEM)
1 C -3.11 -1.12 -0.55  -0.254
2 O -3.46 -0.05 0.29  -0.497
3 C -2.65 1.04 0.32  0.295
4 C -1.50 1.20 -0.44  -0.268
5 C -0.72 2.33 -0.29  -0.214
6 C -1.07 3.34 0.60  -0.051
7 C -0.12 4.47 0.87  -0.432
8 C 0.64 4.19 2.18  -0.220
9 N 1.01 2.79 2.25  -0.609
10 C 0.23 1.92 2.94  0.658
11 O -0.50 2.27 3.84  -0.615
12 C 0.29 0.49 2.48  -0.065
13 C -0.81 -0.30 2.79  -0.153
14 C -0.89 -1.61 2.34  -0.219
15 C 0.13 -2.14 1.57  -0.166
16 C 1.23 -1.35 1.29  -0.336
17 S 2.54 -2.03 0.28  2.320
18 O 2.93 -3.31 0.80  -0.932
19 O 3.55 -1.03 0.10  -0.946
20 N 1.69 -2.30 -1.15  -0.677
21 C 1.45 -1.07 -1.88  -0.236
22 C 0.42 -1.33 -2.98  -0.408
23 C 0.94 -2.43 -3.91  -0.398
24 C 1.25 -3.68 -3.10  -0.402
25 C 2.25 -3.34 -2.00  -0.233
26 C 1.33 -0.05 1.73  -0.201
27 C -2.24 3.19 1.33  -0.176
28 C -3.02 2.06 1.20  -0.250
29 H -3.87 -1.88 -0.39  0.201
30 H -3.13 -0.82 -1.61  0.175
31 H -2.13 -1.53 -0.30  0.178
32 H -1.19 0.44 -1.15  0.210
33 H 0.18 2.43 -0.89  0.205
34 H -0.66 5.42 0.97  0.223
35 H 0.59 4.57 0.05  0.204
36 H 0.00 4.37 3.05  0.235
37 H 1.53 4.81 2.25  0.202
38 H 1.52 2.44 1.45  0.388
39 H -1.60 0.13 3.39  0.246
40 H -1.75 -2.21 2.59  0.225
41 H 0.11 -3.15 1.20  0.237
42 H 1.07 -0.34 -1.15  0.215
43 H 2.38 -0.68 -2.30  0.192
44 H -0.51 -1.66 -2.53  0.199
45 H 0.24 -0.41 -3.53  0.216
46 H 0.19 -2.65 -4.68  0.213
47 H 1.84 -2.08 -4.41  0.198
48 H 1.67 -4.46 -3.74  0.217
49 H 0.33 -4.06 -2.65  0.203
50 H 2.44 -4.20 -1.35  0.238
51 H 3.20 -3.01 -2.44  0.179
52 H 2.23 0.50 1.49  0.241
53 H -2.53 3.96 2.03  0.218
54 H -3.92 1.94 1.77  0.227

* E_tot: -1624.4962 Ha
* maximum force: 1.0 eV Å⁻¹
* HOMO: -0.3142 Ha
* Kohn-Sham gap: 8.92 eV

---

- Among the records above, which one has the lowest E_tot?
  C21H26N2O3PdS2Sb